Record 1
ORCA calculation (wB97M-V/def2-TZVPD) on one molecule with the formula C19H19ClN2O5S at a distorted geometry.

```
! RIJCOSX wB97M-V def2-TZVPD def2/J DEFGRID3
* xyz 0 1
N -1.1259 1.1659 -2.9301
S -0.2465 2.1810 -1.9578
O -1.0989 2.6506 -0.9027
O 0.3666 3.1466 -2.8211
C 1.0181 1.1616 -1.2075
C 1.0645 1.0786 0.1679
C 2.0243 0.2807 0.7663
C 2.9438 -0.4194 -0.0061
C 3.9511 -1.3229 0.6519
C 3.7288 -2.7859 0.2356
N 2.3245 -3.1242 0.2265
C 1.6719 -3.4084 -0.9172
O 2.2133 -3.5875 -1.9840
C 0.1578 -3.5488 -0.7331
O -0.3581 -2.5740 0.1664
C -1.0127 -1.5267 -0.3758
O -1.1498 -1.3869 -1.5741
C -1.5080 -0.6109 0.6410
C -2.3514 0.3795 0.3010
C -2.8782 1.4171 1.1517
C -2.5605 1.5039 2.5123
C -3.0337 2.5312 3.3000
C -3.8415 3.5128 2.7442
C -4.1745 3.4554 1.4039
C -3.7037 2.4184 0.6130
Cl -4.1441 2.4024 -1.0418
C 2.8892 -0.3084 -1.3927
C 1.9244 0.4798 -1.9947
H -0.7047 1.0809 -3.8399
H -1.3092 0.2571 -2.5173
H 0.3474 1.6423 0.7428
H 2.0633 0.2077 1.8440
H 3.8628 -1.2332 1.7364
H 4.9639 -1.0307 0.3695
H 4.0846 -2.9608 -0.7817
H 4.2654 -3.4540 0.9166
H 1.7801 -2.9156 1.0500
H -0.3227 -3.4493 -1.7108
H -0.0657 -4.5309 -0.3061
H -1.1566 -0.7884 1.6445
H -2.6628 0.4266 -0.7336
H -1.9294 0.7472 2.9514
H -2.7721 2.5743 4.3465
H -4.2095 4.3236 3.3542
H -4.7995 4.2150 0.9615
H 3.5970 -0.8479 -2.0030
H 1.8772 0.5744 -3.0681
*
```

Values from the calculation:
- SMILES: NS(=O)(=O)c1ccc(CCNC(=O)COC(=O)/C=C/c2ccccc2Cl)cc1
- Gap between HOMO and LUMO: 0.31035 hartree
- LUMO energy: -0.0170 hartree


Record 2
ORCA calculation (wB97M-V/def2-TZVPD) on one molecule with the formula C19H19ClN4S2 at a distorted geometry.

```
! RIJCOSX wB97M-V def2-TZVPD def2/J DEFGRID3
* xyz 0 1
S -3.9719 1.2842 -0.6573
C -2.4368 1.6337 -1.0470
N -1.5667 2.2352 -0.1632
C -1.8987 2.3521 1.2640
C -1.4042 1.0913 1.8813
C -0.0822 0.9876 2.2717
C 0.3522 -0.1709 2.9048
C -0.5438 -1.2063 3.2508
Cl 0.0353 -2.5646 4.1729
C -1.8750 -1.0967 2.8254
C -2.2728 0.0779 2.1255
N -1.9860 1.2039 -2.2695
C -1.9989 -0.2797 -2.3952
C -0.7091 -0.8169 -1.7335
N 0.4711 0.0250 -2.0961
C 1.5906 0.1338 -1.2652
N 2.2988 1.2250 -1.3116
S 3.6285 1.1317 -0.2625
C 3.2306 -0.4615 0.2431
C 3.9696 -1.2553 1.1251
C 3.5152 -2.5024 1.4921
C 2.3496 -3.0217 0.8918
C 1.6628 -2.2676 -0.0623
C 2.0710 -0.9492 -0.3719
C 0.2952 0.9845 -3.2359
C -0.8704 1.9257 -2.8921
H -0.5977 2.2068 -0.4864
H -1.3991 3.2535 1.6567
H -2.9844 2.4528 1.4316
H 0.6255 1.7839 2.0728
H 1.4103 -0.2267 3.1512
H -2.6081 -1.9027 3.0477
H -3.3268 0.2785 1.9248
H -2.8679 -0.7860 -1.9381
H -1.9921 -0.5325 -3.4557
H -0.5078 -1.8373 -2.0636
H -0.8499 -0.8391 -0.6363
H 4.8128 -0.7906 1.5839
H 4.0261 -3.0809 2.2245
H 2.0048 -3.9979 1.1885
H 0.8554 -2.6943 -0.6202
H 0.0436 0.3931 -4.1402
H 1.2417 1.5196 -3.4415
H -0.5140 2.7797 -2.3360
H -1.2263 2.3214 -3.8487
*
```

Values from the calculation:
- SMILES: S=C(NCc1ccc(Cl)cc1)N1CCN(c2nsc3ccccc23)CC1
- Gap between HOMO and LUMO: 0.31233 hartree
- LUMO energy: 0.0200 hartree


Record 3
ORCA calculation (wB97M-V/def2-TZVPD) on C19H19F10HfN3O9S3 as an isolated structure at a distorted geometry.

```
! RIJCOSX wB97M-V def2-TZVPD def2/J DEFGRID3
* xyz 1 2
C 1.3012 -1.7434 4.5683
N 0.6592 -0.6029 3.7917
C 0.7405 -0.7281 2.4615
C 0.5732 0.3124 1.5985
C 0.1750 1.5107 2.1495
C 0.1712 1.6527 3.5269
C 0.3556 0.5505 4.3563
C -0.2311 2.6581 1.3246
C -1.5009 2.6193 0.7368
C -1.9360 3.5574 -0.1466
N -1.1707 4.7033 -0.2727
C 0.0398 4.7918 0.2470
C 0.5002 3.8269 1.1406
C -1.5767 5.8441 -1.1051
H 2.3533 -1.5094 4.7305
H 1.1585 -2.6470 3.9756
H 0.8559 -1.8584 5.5565
H 1.2171 -1.6713 2.2384
H 0.5338 0.1175 0.5369
H -0.2085 2.5825 3.9241
H 0.3920 0.5037 5.4347
H -2.1880 1.7914 0.8309
H -2.8860 3.5904 -0.6593
H 0.5220 5.7382 0.0519
H 1.4592 3.9439 1.6234
H -2.6324 5.8363 -1.3760
H -1.1252 5.5673 -2.0578
H -1.1599 6.7823 -0.7388
Hf -2.2269 -0.6598 -2.8082
C 2.2507 -1.5858 -4.9035
F 2.1267 -0.3549 -5.4739
F 3.0337 -2.3447 -5.6449
F 2.6644 -1.5594 -3.6415
S 0.3978 -2.3370 -4.9418
O 0.4954 -3.6431 -4.3414
O -0.4988 -1.4005 -4.1330
O 0.0983 -2.5002 -6.3698
C -2.8440 -2.0612 1.3432
F -3.3319 -2.1033 2.5754
F -2.3957 -0.8416 1.0301
F -1.7855 -2.8434 1.2575
S -4.1111 -2.4574 -0.0589
O -5.3031 -1.7489 0.4180
O -3.5075 -1.9314 -1.2988
O -4.2834 -3.9262 0.0719
C 1.7209 2.2504 -2.2178
F 2.8014 1.8263 -2.9887
F 1.5934 1.2980 -1.2523
F 1.9664 3.4793 -1.7129
S 0.1066 2.2513 -3.2846
O -0.7027 1.0543 -2.8279
O -0.6115 3.4963 -2.9473
O 0.6122 2.2707 -4.6878
F -0.6178 -1.5559 -1.3714
N 0.8239 -3.9582 0.3269
C 0.6838 -4.7158 1.4555
C 1.8073 -4.4042 2.2566
C 2.7654 -3.6510 1.4517
C 2.0763 -3.3350 0.3112
H 0.0693 -3.6799 -0.2840
H -0.2011 -5.2345 1.7937
H 1.9845 -4.8711 3.2142
H 3.7635 -3.3342 1.7161
H 2.1868 -2.6081 -0.4799
*
```

Values from the calculation:
- Gap between HOMO and LUMO (spin up / spin down): 0.20774 / 0.20382 hartree
- ⟨S²⟩: 0.751
- LUMO energy (spin up / spin down): -0.1839 / -0.1878 hartree